(1)
CH3O4S | ωB97M-V/def2-TZVPD

Last column: Mulliken charge in e.
Atoms and positions in Å:
O (-1.9593, -0.6196, -0.6088)  -0.60
H (0.7302, 0.7518, -0.3541)  0.31
C (-0.1260, 1.1363, 0.1095)  -0.85
O (0.6022, -2.2388, -0.2051)  -0.39
O (-2.2050, 0.2063, 1.6591)  -0.59
O (0.0427, -1.9830, 1.0814)  -0.51
H (-0.1891, -2.0640, -0.8868)  0.33
H (0.2548, 1.5744, 0.9232)  0.30
S (-1.2727, -0.0770, 0.5638)  0.98

Forces on the atoms, in the same order (eV/Å):
O 1.097 -0.493 0.460
H 0.763 -1.155 -1.488
C -3.016 -2.035 -1.011
O -2.032 0.652 -2.173
O 1.682 -0.171 -0.387
O -1.531 1.542 -0.436
H 2.112 -0.607 2.246
H 0.853 1.921 3.632
S 0.071 0.347 -0.843

Calculated values
- Orbital gap (spin up / spin down): 7.5 / 7.5 eV
- ΔE to the lowest compared entry with this formula, charge and spin: 611.7 kJ/mol
- LUMO (spin up / spin down): 3.70 / 3.70 eV
- Largest force on an atom: 4.2 eV Å⁻¹
- Total charge: -1
- E_HOMO (spin up / spin down): -3.82 / -3.81 eV

(2)
C22H23N10O2RhS | ωB97M-V/def2-TZVPD

Last column: Mulliken charge in e.
Atoms and positions in Å:
C (3.4150, -1.1338, -3.0117)  -1.45
O (0.7522, 2.6635, -2.4811)  -0.62
C (-0.0940, -3.5474, -0.6232)  -0.82
H (-3.4532, 0.1191, -1.1681)  0.29
S (-1.8684, 1.8972, 0.8026)  -0.32
N (-2.6013, -0.4214, -1.2673)  -0.30
H (1.4149, 2.4764, 4.3926)  0.58
N (1.0717, 1.0960, 1.3799)  0.33
H (-0.0407, 0.4556, 5.1067)  0.54
C (3.9637, 0.0838, -3.2046)  -0.15
H (3.5505, 3.2151, 3.3843)  0.46
C (-0.8058, 0.6993, 4.3918)  -0.42
H (-0.6391, -5.5985, -0.4144)  0.41
C (2.2151, -1.2841, -2.2969)  0.97
Rh (0.1112, 0.8258, -0.3897)  0.01
H (-2.9021, -1.1544, -3.1912)  0.18
H (4.2106, 2.1905, -3.0911)  0.45
C (-0.7850, -4.5962, -0.0347)  -0.67
N (-0.5019, 1.1246, 3.1001)  0.53
H (4.8343, 0.0922, -3.8505)  0.43
C (3.6526, 1.3882, -2.6245)  -0.70
C (2.2231, 1.5119, 0.8317)  -0.26
N (-1.3462, 0.0712, -4.5411)  -0.37
C (-1.3477, 0.1332, -3.2118)  0.77
H (-4.3593, 0.3270, 2.2454)  0.29
N (-2.6535, 1.0374, 3.2417)  0.19
C (-1.7986, -3.0820, 1.5135)  -0.54
C (1.6715, 2.1944, 3.3813)  -0.77
N (-0.5076, 0.8735, -2.4608)  -0.15
N (1.2269, -1.4072, -1.7090)  -0.21
C (-0.2716, -2.2494, -0.1508)  0.16
N (0.4276, -1.1551, -0.7080)  0.80
C (-2.1441, 0.6425, 4.4692)  -0.58
H (-2.7864, 0.3521, 5.2814)  0.50
H (3.0051, 2.8046, -1.3138)  0.53
H (-1.2456, -1.0183, 1.3138)  0.58
H (-4.2679, 2.0926, 2.4312)  0.39
H (-4.6413, 1.0729, 3.8351)  0.35
C (2.8540, 1.7691, -1.6038)  -0.75
C (-1.1232, -2.0217, 0.9277)  -0.01
O (0.7479, 1.4850, -4.2702)  -0.75
H (-2.6763, -1.3124, -0.7930)  0.24
H (-2.1734, -5.1981, 1.4876)  0.44
C (0.7765, 1.4584, 2.6245)  0.26
C (-1.6532, 1.3364, 2.3975)  0.00
H (0.5758, -3.7522, -1.4484)  0.42
C (-1.6421, -4.3743, 1.0327)  -0.79
H (3.8964, -2.0404, -3.3538)  0.44
H (-0.5851, 0.4717, -5.0649)  0.20
H (4.0508, 2.6277, 0.9833)  0.61
H (2.5574, -0.0625, -0.5085)  0.67
C (-4.0724, 1.1381, 2.9126)  -0.87
N (-2.2846, -0.6136, -2.6016)  -0.32
C (2.2175, 0.9683, -0.5515)  0.67
H (-2.0752, -0.4281, -5.0221)  0.16
C (3.1486, 2.3002, 1.4783)  -0.78
N (0.3646, 1.7331, -3.1419)  1.06
H (-2.4522, -2.8931, 2.3556)  0.44
C (2.8634, 2.6158, 2.8021)  -0.74

Forces on the atoms, in the same order (eV/Å):
C -0.243 0.165 0.034
O -0.319 0.428 0.069
C -0.035 0.006 -0.081
H -0.023 -0.026 -0.012
S 0.216 0.135 -0.270
N -0.042 0.058 0.033
H 0.002 0.004 -0.003
N -0.114 0.236 0.188
H -0.005 0.003 0.007
C 0.155 0.245 0.221
H 0.007 -0.010 -0.001
C 0.016 0.009 -0.016
H -0.010 -0.002 0.000
C 0.000 -0.382 -0.298
Rh -0.164 -0.527 0.152
H 0.002 -0.003 -0.006
H -0.081 0.020 -0.068
C -0.002 -0.014 0.031
N -0.037 -0.036 -0.058
H 0.082 -0.024 0.113
C -0.361 -0.346 -0.539
C 0.423 -0.226 -0.670
N 0.021 -0.026 0.038
C -0.002 -0.173 -0.153
H 0.000 0.007 -0.006
N 0.007 0.035 0.003
C -0.001 0.004 -0.012
C -0.028 -0.035 0.042
N 0.094 0.065 0.105
N 0.442 0.028 0.348
C 0.053 -0.055 0.079
N -0.312 0.267 -0.105
C -0.020 0.016 -0.012
H 0.004 0.001 0.004
H -0.494 0.158 -0.307
H -0.007 0.016 -0.042
H -0.003 0.003 0.006
H -0.001 -0.010 -0.002
C 1.406 -0.078 0.966
C 0.055 -0.002 0.107
O 0.049 0.051 0.027
H 0.033 -0.002 0.009
H 0.002 0.001 0.005
C 0.051 0.117 -0.022
C -0.029 -0.040 0.064
H -0.005 0.025 -0.010
C 0.014 0.011 -0.023
H -0.088 0.014 -0.143
H 0.000 0.006 -0.003
H 0.008 -0.008 0.005
H 0.023 0.022 0.040
C 0.001 -0.004 0.002
N 0.070 0.044 0.012
C -0.387 -0.038 -0.248
H -0.032 0.045 -0.006
C -0.235 -0.068 0.455
N -0.174 -0.128 -0.008
H 0.003 -0.009 0.005
C 0.012 0.029 -0.045

Calculated values
- Orbital gap (spin up / spin down): 6.3 / 6.3 eV
- ΔE to the lowest compared entry with this formula, charge and spin: 299.2 kJ/mol
- LUMO (spin up / spin down): -6.80 / -6.80 eV
- Largest force on an atom: 1.7 eV Å⁻¹
- Total charge: +2
- E_HOMO (spin up / spin down): -13.08 / -13.08 eV

(3)
C4H8Se | ωB97M-V/def2-TZVPD

Last column: Mulliken charge in e.
Atoms and positions in Å:
C (1.3692, -0.7898, -0.0962)  -0.97
C (-0.7866, 0.9529, -0.0964)  -0.61
H (-0.2069, 1.3049, -0.9130)  0.26
H (0.0353, 0.2842, 1.8710)  0.27
Se (3.0764, 0.1886, 0.0422)  -0.06
H (-1.5546, -1.1829, -0.5857)  0.25
H (-2.2769, -0.2660, 0.9079)  0.21
C (-0.1117, -0.0694, 0.8147)  0.09
C (-1.4012, -0.4654, 0.1970)  -0.53
H (2.2922, 1.2510, -0.5958)  0.09
H (1.5310, -1.8287, 0.3353)  0.37
H (0.9334, -0.9101, -1.0583)  0.42
H (-1.3510, 1.8189, 0.3035)  0.22

Forces on the atoms, in the same order (eV/Å):
C -2.396 -0.550 3.972
C -0.651 -0.483 1.373
H 0.151 -0.521 -1.199
H -0.125 -1.174 -1.036
Se -1.606 -0.129 -0.425
H 0.252 -0.372 -0.012
H 1.125 -0.850 -1.277
C 3.380 0.295 -1.310
C -1.097 2.588 1.177
H 0.604 0.477 0.007
H -0.237 1.349 -0.441
H 0.167 0.208 -1.036
H 0.433 -0.839 0.207

Calculated values
- Orbital gap: 9.5 eV
- Structure (SMILES): [SeH]CC1CC1
- ΔE to the lowest compared entry with this formula, charge and spin: 219.9 kJ/mol
- LUMO: 0.83 eV
- Largest force on an atom: 4.7 eV Å⁻¹
- E_HOMO: -8.69 eV

(4)
C22H32IrN4O4S2SbSe4 | ωB97M-V/def2-TZVPD

Last column: Löwdin spin population.
Atoms and positions in Å:
H (5.9978, 15.6185, 15.0823)  0.00
S (7.0754, 12.4238, 8.1103)  0.00
H (6.5197, 13.4870, 10.0017)  0.00
C (7.2161, 10.6362, 7.8451)  0.00
H (12.3605, 11.4072, 14.1275)  0.00
C (8.2953, 12.5394, 10.7065)  0.00
C (7.7109, 17.1627, 11.0914)  0.00
Ir (10.5159, 13.4141, 7.7516)  1.19
C (8.5641, 17.6912, 9.8976)  0.00
H (6.3351, 11.6883, 10.2284)  0.00
H (8.5679, 13.5816, 11.0440)  0.00
H (6.9299, 19.4135, 13.9279)  0.00
C (9.3271, 15.6681, 8.8130)  0.02
C (9.4494, 13.1401, 14.5061)  0.00
C (6.7587, 8.4556, 8.7334)  0.00
C (7.3531, 11.8377, 13.0686)  0.00
O (7.1556, 14.3188, 14.1045)  0.00
H (11.4207, 18.1509, 9.6216)  0.00
C (6.3558, 9.7834, 8.5528)  0.00
H (9.1418, 8.2157, 6.3628)  0.00
O (8.2285, 15.1176, 9.0035)  0.00
H (7.9411, 17.8496, 8.9866)  0.00
C (11.6901, 12.2570, 14.4317)  0.00
H (8.9133, 18.6982, 10.2085)  0.00
H (5.3689, 10.1160, 8.9442)  0.00
H (9.3126, 15.1557, 15.1609)  0.00
H (6.4001, 12.0432, 12.6006)  0.00
O (10.0660, 15.2645, 7.8251)  0.07
H (11.6067, 15.1201, 16.0587)  0.00
S (7.6669, 12.9436, 14.5148)  0.00
H (8.3472, 10.5988, 11.5591)  0.00
H (8.7143, 10.7752, 6.3430)  0.00
C (11.3707, 14.3250, 15.3714)  0.00
H (5.8303, 19.0305, 15.2366)  0.00
H (9.1965, 16.9995, 12.5050)  0.00
C (7.0072, 12.5389, 9.9383)  0.00
H (6.0997, 7.7461, 9.2762)  0.00
H (10.1863, 16.4299, 10.6146)  0.01
Se (11.1967, 11.2045, 7.1656)  0.29
N (10.8983, 17.5299, 8.9983)  0.00
H (7.1792, 10.8130, 13.6068)  0.00
C (10.0030, 14.3097, 14.9947)  0.00
C (10.3025, 12.0561, 14.2891)  0.00
Se (13.0771, 13.9199, 6.9185)  0.62
C (8.3686, 11.6261, 11.9454)  0.00
H (13.2854, 13.4622, 15.1419)  0.00
H (9.3885, 11.6703, 12.3481)  0.00
C (8.2146, 17.4340, 12.4826)  0.00
H (9.2076, 12.2696, 10.0834)  0.00
Se (14.7357, 12.3399, 6.0660)  0.35
H (5.4299, 16.9988, 15.9695)  0.00
C (7.8579, 7.9437, 8.0189)  0.00
C (8.4170, 8.7013, 7.0269)  0.00
H (9.9678, 11.0597, 14.0339)  0.00
H (6.6723, 17.5519, 10.9555)  0.00
H (7.7179, 16.0549, 10.9243)  0.00
H (11.6020, 16.9519, 8.4521)  0.01
O (8.4781, 12.8200, 7.4751)  0.03
H (8.2512, 6.9673, 8.2012)  0.00
C (9.8446, 16.8459, 9.6243)  0.01
Se (12.3902, 13.8219, 9.4074)  0.75
C (8.1550, 10.0851, 6.9502)  0.00
N (7.4560, 16.8651, 13.5491)  0.00
Sb (13.4157, 11.4142, 8.2365)  0.63
H (7.3766, 15.8304, 13.5577)  0.00
H (8.3192, 18.4911, 12.6387)  0.00
C (6.6378, 17.4099, 14.4260)  0.00
N (6.5530, 18.7529, 14.6242)  0.00
N (6.0269, 16.6298, 15.2756)  0.00
C (12.2342, 13.3561, 15.0320)  0.00

Forces on the atoms, in the same order (eV/Å):
H 0.255 0.547 0.180
S 3.193 0.082 -2.216
H -0.559 0.544 0.416
C -0.306 -0.690 -0.138
H -0.768 0.956 0.336
C 2.470 0.876 0.747
C -1.154 -1.184 -1.622
Ir 1.760 -3.027 0.244
C 0.509 1.458 1.078
H 0.382 0.816 -0.276
H -0.527 -0.826 -0.533
H -0.524 -0.729 0.812
C -0.868 -1.720 -1.533
C 0.490 -0.963 0.072
C -0.901 -0.375 -0.360
C 0.332 -2.847 0.752
O -0.353 -0.547 0.506
H -0.396 -0.442 -0.238
C -0.043 -0.642 0.470
H -0.138 0.553 0.261
O 0.440 1.092 1.148
H 0.514 -0.394 0.693
C -0.123 -2.902 -0.868
H -0.066 -0.173 -0.353
H 1.013 -0.098 0.000
H 0.709 -0.392 0.196
H -0.485 0.693 0.504
O 0.095 3.587 0.603
H 0.608 0.498 -0.356
S -0.032 0.609 -1.476
H -0.583 -0.073 0.355
H 0.105 -0.175 -0.240
C -2.729 2.364 0.725
H -0.546 0.748 0.360
H 0.706 -0.066 0.437
C -0.111 -1.002 -0.328
H 0.644 0.669 -0.129
H -0.457 -0.098 -0.538
Se -0.564 -0.284 0.169
N 2.192 0.780 -1.598
H 0.345 1.707 -0.829
C -0.116 0.118 0.541
C 1.146 0.264 0.357
Se 0.028 1.554 -0.829
C 0.883 -0.143 -0.561
H 0.653 -0.063 0.407
H -0.417 0.324 -0.473
C 0.609 0.794 -0.838
H -1.184 0.192 0.348
Se -0.539 -0.366 0.407
H -0.521 0.296 0.556
C -0.893 0.533 0.347
C 0.736 0.753 -0.558
H -0.090 0.154 -0.028
H 0.594 -0.407 0.224
H -0.529 0.779 0.287
H -1.609 0.581 1.099
O -3.097 -0.531 0.861
H -0.172 -0.604 0.031
C -1.353 -1.052 1.213
Se -1.409 0.853 0.742
C -0.688 0.215 1.271
N -1.223 -1.105 0.226
Sb 2.020 -1.946 -0.368
H 0.447 0.380 -0.142
H 0.200 0.692 0.171
C 1.915 1.717 -0.886
N 0.841 -0.353 -1.378
N -0.890 -2.021 0.325
C 0.127 -0.540 -0.785

Calculated values
- Orbital gap (spin up / spin down): 3.1 / 5.0 eV
- LUMO (spin up / spin down): -0.76 / -0.76 eV
- Largest force on an atom: 3.9 eV Å⁻¹
- Spin multiplicity: 5
- E_HOMO (spin up / spin down): -3.87 / -5.77 eV